*one*
{"formula": "C5H10N2S", "method": "ωB97M-V/def2-TZVPD", "symbols": ["C", "C", "C", "C", "C", "H", "H", "H", "H", "H", "H", "H", "H", "H", "H", "N", "N", "S"], "positions_angstrom": [[1.99175, 0.76133, 0.73804], [1.23400, -0.22113, -0.06955], [1.86229, -1.52352, -0.43423], [-0.02136, 0.09405, -0.53043], [-1.96251, 1.37004, -0.24481], [2.05073, 0.42096, 1.76856], [1.51397, 1.71489, 0.58135], [3.04187, 0.77486, 0.31610], [2.73875, -1.35482, -1.07576], [1.30295, -2.24062, -1.05690], [2.38030, -1.89980, 0.45709], [-0.56830, -0.65132, -1.10470], [-2.43291, 2.34266, -0.35122], [-3.79100, 0.91381, -0.26190], [-2.82632, -1.01119, 1.58591], [-0.62684, 1.26096, -0.32147], [-2.95823, 0.41706, -0.23270], [-2.92914, -1.16822, 0.23662]], "gap_ev": 8.0, "homo_energy_ev": -7.45, "lumo_ev": 0.59, "smiles": "CC(C)=C/N=C\\NS"}

---

*two*
{"formula": "C5H10N2S", "method": "ωB97M-V/def2-TZVPD", "symbols": ["C", "C", "C", "C", "C", "H", "H", "H", "H", "H", "H", "H", "H", "H", "H", "N", "N", "S"], "positions_angstrom": [[1.60883, -1.49104, -0.25557], [1.16449, 0.92639, -0.43501], [1.16822, 1.93386, 0.42263], [-0.61237, -0.63406, 0.27479], [-1.56897, 0.56901, 0.28553], [1.17728, -2.23843, -1.02456], [1.83974, -1.94909, 0.71895], [2.59117, -1.12956, -0.68012], [1.64609, 0.97844, -1.43143], [0.89895, 1.80610, 1.45114], [1.39185, 2.95304, 0.04422], [-1.94442, -1.69763, 0.91302], [-1.72782, 0.90709, 1.33339], [-1.20711, 1.44848, -0.29948], [-2.88816, -0.37341, -1.41616], [0.68550, -0.37379, -0.19771], [-0.97958, -1.83690, 0.55500], [-3.24369, 0.20151, -0.25862]], "gap_ev": 9.4, "homo_energy_ev": -8.57, "lumo_ev": 0.81, "smiles": "[H]/N=C(\\CS)N(C)C=C"}

---

*three*
{"formula": "C5H10N2S", "method": "ωB97M-V/def2-TZVPD", "symbols": ["C", "C", "C", "C", "C", "H", "H", "H", "H", "H", "H", "H", "H", "H", "H", "N", "N", "S"], "positions_angstrom": [[-2.25713, -0.97965, -0.83287], [-1.20285, 0.12279, -0.73535], [0.19473, -0.82297, 1.24326], [0.75884, 0.42130, 0.91765], [2.25300, 0.61309, 0.74254], [-2.61161, -1.56258, 0.05995], [-3.10183, -0.74104, -1.52474], [-1.87356, -1.73749, -1.34259], [-0.62415, 1.91459, -1.40567], [0.75915, -1.83045, 1.25710], [-0.63346, -0.88386, 2.06640], [0.30298, 1.25661, 1.32617], [2.86252, -0.30953, 0.81942], [2.44545, 1.44610, 1.50719], [1.56742, 0.67940, -1.74730], [-1.36703, 1.27978, -1.30473], [-0.01259, -0.28258, -0.10593], [2.54013, 1.41650, -0.94050]], "gap_ev": 10.0, "homo_energy_ev": -9.15, "lumo_ev": 0.87, "smiles": "[H]/N=C(/C)N1C[C@H]1CS"}

---

Which structure loses on stability? *three* does.

---

*one*
{"formula": "CH4ClN2", "method": "ωB97M-V/def2-TZVPD", "symbols": ["C", "N", "N", "Cl", "H", "H", "H", "H"], "positions_angstrom": [[-0.53483, 0.43133, 0.03709], [1.45735, 0.29565, -0.30853], [-0.85997, -0.57358, 0.72188], [-1.30383, 1.68964, -0.75928], [1.66195, 0.90489, -1.24650], [1.65164, -0.70415, -0.39867], [-0.20345, -1.28782, 0.93205], [-1.86886, -0.75596, 1.02196]], "total_charge": 1, "gap_ev": 9.9, "homo_energy_ev": -15.37, "lumo_ev": -5.43}

---

*two*
{"formula": "CH4ClN2", "method": "ωB97M-V/def2-TZVPD", "symbols": ["C", "N", "N", "Cl", "H", "H", "H", "H"], "positions_angstrom": [[0.18411, -0.00647, -0.99261], [0.10794, -1.06530, -0.28527], [0.70007, 0.95207, -1.39243], [-1.13299, -0.05771, 2.25528], [-0.14211, -0.77468, 0.65371], [0.34106, -2.02571, -0.60056], [0.75832, 1.73567, -1.93806], [-0.81639, 1.24214, 2.29994]], "total_charge": 1, "gap_ev": 11.8, "homo_energy_ev": -16.34, "lumo_ev": -4.54}

---

Which structure loses on stability? *one* does.

---

*one*
{"formula": "H5OS2", "method": "ωB97M-V/def2-TZVPD", "symbols": ["O", "H", "H", "H", "S", "S", "H", "H"], "positions_angstrom": [[-1.54980, 1.00358, -2.87575], [-2.15587, 1.74098, -2.78156], [-1.06417, 0.77853, -2.08813], [1.15583, -1.18156, 1.28149], [-0.47245, 0.26061, 0.25940], [2.26622, -1.53555, 1.97767], [-1.34010, 0.61055, 1.23342], [3.16034, -1.67713, 2.99344]], "total_charge": 1, "gap_ev": 4.3, "homo_energy_ev": -15.28, "lumo_ev": -10.94}

---

*two*
{"formula": "H5OS2", "method": "ωB97M-V/def2-TZVPD", "symbols": ["O", "H", "H", "H", "S", "S", "H", "H"], "positions_angstrom": [[0.71563, 0.77498, -1.84253], [1.36716, 0.38132, -2.45967], [0.86340, 1.88452, -2.04294], [-1.74278, -0.82355, 0.03752], [-0.79217, 0.14521, 2.40682], [-0.75872, -1.12952, 0.82525], [0.18910, -0.60956, 3.05757], [0.15839, -0.62340, 0.01797]], "total_charge": 1, "gap_ev": 10.3, "homo_energy_ev": -15.42, "lumo_ev": -5.16}

---

Which structure loses on stability? *one* does.

---

*one*
{"formula": "C9H10BNO", "method": "ωB97M-V/def2-TZVPD", "symbols": ["B", "C", "C", "C", "C", "C", "C", "C", "C", "C", "N", "O", "H", "H", "H", "H", "H", "H", "H", "H", "H", "H"], "positions_angstrom": [[1.23230, 0.64322, 2.04802], [-0.88990, -2.16670, -2.26516], [-0.38696, -2.34724, -0.95891], [-1.45444, -0.95119, -2.60636], [-0.37570, -1.32755, -0.03150], [-0.73041, -0.05025, -0.45237], [-1.28679, 0.12528, -1.72662], [1.02547, -0.79900, 2.06330], [0.25692, -1.62354, 1.27372], [1.87227, 3.16787, 1.97171], [1.37660, 1.85754, 2.10128], [-1.86691, 1.40513, -1.93561], [-1.07144, -3.12523, -2.93866], [-0.28734, -3.30694, -0.47904], [-1.92371, -0.74660, -3.56052], [1.20314, -1.24558, 3.03759], [-0.01995, -2.60008, 1.60884], [1.04330, 3.76026, 1.37584], [2.80840, 3.09237, 1.25007], [2.18101, 3.69094, 2.99668], [-0.64748, 0.96172, 0.11388], [-2.05839, 1.58557, -2.88620]], "gap_ev": 8.8, "homo_energy_ev": -8.60, "lumo_ev": 0.19, "smiles": "C/N=B/C=C\\c1cccc(O)c1"}

---

*two*
{"formula": "C9H10BNO", "method": "ωB97M-V/def2-TZVPD", "symbols": ["B", "C", "C", "C", "C", "C", "C", "C", "C", "C", "N", "O", "H", "H", "H", "H", "H", "H", "H", "H", "H", "H"], "positions_angstrom": [[-1.28833, -2.03502, -0.91422], [0.52823, 2.60581, 2.14488], [1.46200, 2.82807, 1.13390], [-0.27244, 1.55233, 2.11441], [1.39706, 1.96438, 0.03715], [-0.31238, 0.55249, 1.06747], [0.65981, 0.72287, 0.06005], [-1.98458, -1.29260, 0.14109], [-1.43945, -0.39857, 1.08154], [0.23961, -3.14349, -2.60859], [0.68697, -0.05928, -0.97000], [-0.65595, -2.94964, -1.52324], [0.39768, 3.36601, 3.05854], [2.12246, 3.73290, 1.08567], [-0.96839, 1.52667, 2.93134], [2.07126, 2.09184, -0.82331], [-3.01409, -1.55271, 0.44671], [-2.24905, -0.15499, 1.83945], [0.65361, -4.17245, -2.48077], [1.14511, -2.48643, -2.44580], [-0.28551, -2.95585, -3.58247], [1.10637, 0.25767, -1.79379]], "gap_ev": [6.7, 6.7], "homo_energy_ev": [-6.76, -6.76], "lumo_ev": [-0.04, -0.04], "smiles": "[H]\\N=C1/C=CC=C/C1=C/C=B\\OC"}

---

Which structure loses on stability? *two* does.

---

*one*
{"formula": "C5H10NS", "method": "ωB97M-V/def2-TZVPD", "symbols": ["C", "C", "C", "C", "C", "N", "S", "H", "H", "H", "H", "H", "H", "H", "H", "H", "H"], "positions_angstrom": [[-0.61903, 0.36246, 0.87069], [-0.66192, -0.65649, 1.78570], [-0.21894, 0.03349, -0.65972], [1.16140, 0.20653, -0.30135], [-0.91465, 1.03930, -1.54334], [2.02943, -0.79611, -0.10224], [-0.43506, -2.31297, 1.40439], [-0.61373, 1.41277, 1.11897], [-1.14238, -0.30879, 2.65539], [-0.22241, -1.09914, -0.82603], [1.52319, 1.15108, -0.03371], [-1.09937, 0.45214, -2.49562], [-0.36772, 1.99375, -1.63385], [-1.84749, 1.27316, -0.96891], [-1.13773, -2.71042, 2.48892], [2.95604, -0.52096, 0.11715], [1.81567, -1.75582, -0.04704]], "total_charge": 1, "gap_ev": 8.6, "homo_energy_ev": -13.17, "lumo_ev": -4.56, "smiles": "C[C@@H](C=[NH2+])/C=C\\S"}

---

*two*
{"formula": "C5H10NS", "method": "ωB97M-V/def2-TZVPD", "symbols": ["C", "C", "C", "C", "C", "N", "S", "H", "H", "H", "H", "H", "H", "H", "H", "H", "H"], "positions_angstrom": [[3.26787, -1.09232, -0.09705], [-1.88499, 0.79870, -0.66704], [-1.77107, -0.21122, 0.52283], [-0.52714, 1.02518, -0.94829], [-0.35112, -0.36991, 0.89957], [0.32260, 0.44468, -0.17476], [3.20540, 0.50464, -0.01085], [4.19354, -1.69169, -0.13231], [-2.70725, 0.41345, -1.44285], [-2.43662, 1.70815, -0.27979], [-2.33831, 0.17981, 1.29373], [-2.39941, -1.13912, 0.30639], [2.38160, -1.66736, -0.11804], [-0.23246, 1.75069, -1.78790], [-0.05203, 0.16825, 1.81052], [0.00327, -1.36362, 0.87550], [1.32610, 0.54168, -0.04963]], "total_charge": 1, "gap_ev": 8.9, "homo_energy_ev": -13.35, "lumo_ev": -4.45}

---

Which structure loses on stability? *two* does.

---

*one*
{"formula": "C7H12O", "method": "ωB97M-V/def2-TZVPD", "symbols": ["C", "C", "C", "C", "C", "C", "C", "H", "H", "H", "H", "H", "H", "H", "H", "H", "H", "H", "H", "O"], "positions_angstrom": [[0.22290, 2.26345, 0.31929], [-0.32345, 1.18775, -0.55598], [-1.39257, 1.48946, -1.32085], [0.01296, -1.36380, -0.31395], [0.34933, -0.11221, -0.43212], [2.12972, -2.37277, 0.52733], [1.18276, -2.28136, -0.36794], [0.74032, 1.72882, 1.23980], [0.97412, 2.80886, -0.25493], [-0.49517, 2.99303, 0.63018], [-1.93809, 0.69762, -1.86188], [-1.83138, 2.55693, -1.38768], [-1.00292, -1.90979, -0.38346], [1.37945, 0.14154, -0.63347], [2.97016, -3.05795, 0.42688], [2.11765, -1.82051, 1.41869], [1.07750, -2.86603, -1.26239], [-2.27874, -0.78039, 1.60679], [-2.01055, 0.75863, 1.53410], [-1.88400, -0.06131, 1.07159]], "gap_ev": 9.2, "homo_energy_ev": -8.49, "lumo_ev": 0.71, "smiles": "C=C/C=C/C(=C)C.O"}

---

*two*
{"formula": "C7H12O", "method": "ωB97M-V/def2-TZVPD", "symbols": ["C", "C", "C", "C", "C", "C", "C", "O", "H", "H", "H", "H", "H", "H", "H", "H", "H", "H", "H", "H"], "positions_angstrom": [[-0.36298, 0.28248, 1.06042], [2.26468, -0.42902, -1.06366], [-2.05948, 1.89161, 0.16292], [0.55600, -0.80069, 0.94558], [-1.24393, 0.64081, -0.06000], [0.77728, -2.05506, 1.29227], [-1.33348, -0.03852, -1.21817], [1.75572, -0.04890, 0.24880], [-0.75232, 0.47284, 2.05640], [1.08376, 0.81898, 0.44849], [1.45671, -0.39950, -1.79206], [3.05212, 0.27777, -1.31698], [2.67987, -1.43103, -0.97999], [-2.69441, 1.77970, 1.04754], [-1.41048, 2.75242, 0.34754], [-2.70204, 2.11328, -0.68968], [1.74859, -2.52580, 1.21352], [-0.04105, -2.63468, 1.69638], [-1.96049, 0.31067, -2.02846], [-0.81407, -0.97737, -1.37087]], "gap_ev": 8.0, "homo_energy_ev": -7.15, "lumo_ev": 0.81}

---

Which structure loses on stability? *two* does.

---

*one*
{"formula": "C3H8NO2", "method": "ωB97M-V/def2-TZVPD", "symbols": ["C", "C", "C", "N", "O", "O", "H", "H", "H", "H", "H", "H", "H", "H"], "positions_angstrom": [[-1.01220, 0.61064, 0.00616], [1.83494, -0.12880, -0.24022], [0.65257, -0.50775, -0.85045], [-1.06756, 0.63839, 1.31757], [2.27719, -0.54204, 0.91857], [0.46129, -0.06716, -2.12904], [-0.67966, 1.49706, -0.51592], [-1.70730, -0.03456, -0.51167], [2.41805, 0.67826, -0.66760], [0.20288, -1.45763, -0.57224], [-0.57912, 1.34606, 1.85029], [-1.54902, -0.07687, 1.84646], [1.83082, -1.33608, 1.25982], [-0.15616, -0.62164, -2.61669]], "total_charge": 1, "gap_ev": [8.2, 8.2], "homo_energy_ev": [-13.07, -13.07], "lumo_ev": [-4.92, -4.92]}

---

*two*
{"formula": "C3H8NO2", "method": "ωB97M-V/def2-TZVPD", "symbols": ["O", "C", "C", "N", "C", "O", "H", "H", "H", "H", "H", "H", "H", "H"], "positions_angstrom": [[2.01255, 1.37042, 1.17248], [1.69300, 0.26328, 0.49083], [0.38208, 0.56873, -0.25355], [-0.50034, -0.63906, -0.06920], [-1.88070, -0.50413, -0.61938], [2.34067, -0.72232, 0.37703], [2.65319, 1.24708, 1.88798], [0.52178, 0.64821, -1.32884], [-0.09742, 1.41611, 0.20113], [-0.00836, -1.45338, -0.45226], [-0.54877, -0.78281, 0.93951], [-2.33829, -1.48955, -0.65789], [-1.80978, -0.15674, -1.64793], [-2.41961, 0.23416, -0.03993]], "total_charge": 1, "gap_ev": 11.9, "homo_energy_ev": -15.60, "lumo_ev": -3.75, "smiles": "C[NH2+]CC(=O)O"}

---

Which structure loses on stability? *one* does.

---

*one*
{"formula": "C6H8N2O", "method": "ωB97M-V/def2-TZVPD", "symbols": ["C", "C", "C", "C", "C", "C", "H", "H", "H", "H", "H", "H", "H", "H", "N", "N", "O"], "positions_angstrom": [[0.04547, -1.28128, 1.18679], [0.25164, -0.90795, -0.24681], [-0.79789, -0.17065, -1.00451], [-1.30305, 1.05240, -0.35132], [-0.22515, 1.78979, -0.00477], [1.49096, -0.02420, -0.47608], [-0.99025, -1.55292, 1.39361], [0.16602, -0.26905, 1.73106], [0.91548, -1.91336, 1.49168], [-1.33135, -2.08132, -0.33313], [-0.29656, 0.13949, -1.96941], [-2.36568, 1.35263, -0.11791], [-0.35051, 2.86266, 0.37454], [1.80954, 1.81011, 0.15455], [-0.71599, -1.65692, -1.06573], [1.06880, 1.23725, -0.10033], [2.62854, -0.38668, -0.66223]], "gap_ev": 9.4, "homo_energy_ev": -8.57, "lumo_ev": 0.79, "smiles": "C[C@@]12N[C@H]1C=CNC2=O"}

---

*two*
{"formula": "C6H8N2O", "method": "ωB97M-V/def2-TZVPD", "symbols": ["C", "C", "C", "C", "C", "C", "N", "N", "O", "H", "H", "H", "H", "H", "H", "H", "H"], "positions_angstrom": [[-0.77613, 0.35857, -2.50648], [-0.91686, 0.42935, -1.29452], [-3.11482, 1.89425, -0.55559], [-0.20768, 0.38052, 0.99718], [1.79119, -1.18914, 1.57187], [0.89580, -0.54345, 0.48712], [-2.31668, 1.45928, 0.33709], [-1.12442, 0.71355, -0.03592], [-0.43730, 0.71635, 2.12556], [-0.67158, -0.15837, -3.34853], [-3.76256, 2.60603, -0.07682], [-2.97140, 1.51544, -1.52435], [1.50564, -2.23768, 1.79957], [1.47898, -0.47082, 2.30073], [2.83199, -1.10385, 1.30391], [1.54215, 0.19278, -0.06224], [0.54417, -1.12622, -0.39816]], "gap_ev": 10.1, "homo_energy_ev": -9.22, "lumo_ev": 0.86, "smiles": "C#CN(N=C)C(=O)CC"}

---

Which structure loses on stability? *two* does.